No. 1
Below is a 2-piece molecular cluster, CN2O2 overall in a non-equilibrium geometry, with properties calculated with ωB97M-V/def2-TZVPD.

Each line ends with the Löwdin charge.
Atoms and positions in Å:
1 C 1.817 -0.710 0.890  -0.1340
2 N 2.677 -1.206 0.179  -0.0668
3 N -1.449 0.609 -0.412  -0.1233
4 O -2.706 0.850 -0.238  0.1158
5 O -0.339 0.457 -0.419  0.2083

Results
Multiplicity   1
Orbital gap (alpha / beta)   10.7 / 4.7 eV
LUMO (alpha / beta)   -1.11 / -4.17 eV

---

No. 2
Below is a 2-piece molecular cluster, C3H5F2N overall in a non-equilibrium geometry, with properties calculated with ωB97M-V/def2-TZVPD.

Each line ends with the Löwdin charge.
Atoms and positions in Å:
1 C -1.019 1.284 -0.425  -0.0741
2 C 2.211 -0.621 0.113  -0.1233
3 C -0.820 -1.007 0.352  -0.0975
4 N -0.297 0.332 -0.094  -0.1219
5 F 2.452 0.559 0.660  0.0192
6 F 2.630 -0.466 -1.092  0.0724
7 H -2.141 1.357 -0.269  0.0965
8 H -0.480 2.138 -0.603  0.0353
9 H -1.875 -1.058 0.448  0.0548
10 H -0.447 -1.591 -0.408  0.0375
11 H -0.214 -0.928 1.316  0.1011

Results
Multiplicity   1
Orbital gap   10.5 eV
LUMO   0.83 eV

---

No. 3
Below is a 4-piece molecular cluster, C29H58N2O3S3 overall in a non-equilibrium geometry, with properties calculated with ωB97M-V/def2-TZVPD.

Each line ends with the Löwdin charge.
Atoms and positions in Å:
1 O -2.621 5.204 0.470  -0.0197
2 C -2.195 4.565 -0.640  -0.2493
3 C -1.222 5.162 -1.863  -0.0794
4 C -1.591 4.008 -2.967  -0.6313
5 S -3.402 4.312 -3.363  0.7840
6 C -0.797 3.937 -4.397  -0.2250
7 C 0.822 4.179 -4.311  -0.4543
8 S 1.664 3.425 -2.818  0.8456
9 C 3.522 3.770 -2.855  -0.4406
10 N 4.505 2.941 -3.669  -0.0004
11 N 5.721 3.568 -3.440  -0.0453
12 C 5.557 4.757 -2.488  -0.0245
13 O 4.130 4.897 -2.078  -0.0984
14 C -1.654 2.701 -1.980  -0.3054
15 C -1.799 1.196 -2.615  -0.1257
16 C -1.359 -0.026 -1.610  -0.2419
17 C 0.234 -0.051 -1.212  -0.5499
18 S 1.234 -1.388 -2.085  0.6375
19 O -2.619 3.160 -0.951  -0.1172
20 H -0.155 5.144 -1.340  0.1086
21 H -1.547 6.280 -2.069  0.1410
22 H -3.590 5.712 -3.202  -0.0695
23 H -1.109 2.943 -4.969  0.1258
24 H -1.231 4.825 -5.066  0.1240
25 H 1.010 5.323 -4.470  0.1011
26 H 1.289 3.638 -5.267  0.1028
27 H 6.402 5.494 -2.079  0.1511
28 H -0.667 2.593 -1.326  0.1203
29 H -2.901 1.045 -2.986  0.1285
30 H -1.087 1.120 -3.570  0.1314
31 H -2.058 -0.010 -0.665  0.1202
32 H -1.590 -1.051 -2.167  0.1107
33 H 0.344 -0.228 -0.036  0.0906
34 H 0.795 0.972 -1.418  0.0431
35 H 2.062 -0.652 -2.991  -0.1097
36 C 0.228 -4.892 -0.247  -0.1168
37 C 0.891 -5.051 -1.606  -0.2827
38 C 0.229 -6.120 -2.478  -0.2250
39 C 0.275 -7.545 -1.915  -0.2299
40 C 1.678 -8.086 -1.624  -0.2751
41 C 2.548 -8.194 -2.867  -0.1172
42 H 0.291 -5.809 0.345  0.0687
43 H 0.722 -4.097 0.321  0.0680
44 H -0.827 -4.622 -0.359  0.0697
45 H 1.956 -5.271 -1.473  0.1038
46 H 0.840 -4.092 -2.134  0.0352
47 H 0.697 -6.105 -3.470  0.1010
48 H -0.822 -5.848 -2.638  0.1096
49 H -0.223 -8.215 -2.626  0.1085
50 H -0.317 -7.592 -0.994  0.0995
51 H 1.580 -9.084 -1.179  0.1045
52 H 2.181 -7.465 -0.876  0.0983
53 H 2.083 -8.849 -3.611  0.0752
54 H 3.525 -8.614 -2.608  0.0700
55 H 2.719 -7.217 -3.327  0.0654
56 C -1.522 -2.246 3.412  -0.1103
57 C -1.430 -3.763 3.374  -0.2691
58 C -2.537 -4.413 2.539  -0.2319
59 C -3.964 -4.176 3.048  -0.2279
60 C -4.229 -4.638 4.483  -0.2743
61 C -4.054 -6.137 4.672  -0.1168
62 H -2.452 -1.907 3.876  0.0673
63 H -0.692 -1.834 3.996  0.0717
64 H -1.465 -1.827 2.402  0.0674
65 H -1.438 -4.158 4.395  0.1001
66 H -0.461 -4.044 2.944  0.0971
67 H -2.345 -5.490 2.478  0.1018
68 H -2.472 -4.038 1.510  0.0982
69 H -4.661 -4.690 2.374  0.1095
70 H -4.205 -3.110 2.972  0.1008
71 H -5.258 -4.370 4.750  0.1049
72 H -3.582 -4.102 5.185  0.0984
73 H -4.728 -6.693 4.011  0.0755
74 H -4.287 -6.417 5.705  0.0702
75 H -3.029 -6.454 4.466  0.0653
76 C 0.696 3.873 1.290  -0.1057
77 C 0.429 5.312 1.701  -0.2632
78 C 1.643 6.227 1.518  -0.2209
79 C 2.871 5.860 2.360  -0.2296
80 C 2.634 5.816 3.872  -0.2736
81 C 2.223 7.160 4.453  -0.1161
82 H 1.480 3.416 1.899  0.0714
83 H -0.211 3.272 1.413  0.0769
84 H 0.997 3.818 0.239  0.0406
85 H 0.081 5.340 2.739  0.1089
86 H -0.394 5.702 1.091  0.0752
87 H 1.343 7.258 1.739  0.1035
88 H 1.936 6.220 0.460  0.1023
89 H 3.666 6.585 2.146  0.1077
90 H 3.257 4.887 2.036  0.0993
91 H 3.562 5.494 4.359  0.1047
92 H 1.880 5.062 4.121  0.0992
93 H 2.987 7.919 4.256  0.0750
94 H 2.099 7.079 5.538  0.0706
95 H 1.274 7.508 4.037  0.0664

Results
Multiplicity   1
Orbital gap   8.4 eV
LUMO   -0.84 eV
SMILES string   O=C1C[C@@](S)(CCSc2nnco2)[C@H](CCCS)O1.CCCCCC.CCCCCC.CCCCCC

---

No. 4
Below is C12H48AsF6O12 as an isolated structure in a non-equilibrium geometry, with properties calculated with ωB97M-V/def2-TZVPD.

Each line ends with the Löwdin charge.
Atoms and positions in Å:
1 As 16.936 -4.988 -17.773  0.9379
2 F 18.633 -5.442 -17.442  -0.2580
3 F 17.165 -5.036 -19.503  -0.2330
4 F 15.208 -4.544 -17.894  -0.2565
5 F 16.599 -4.861 -15.985  -0.2599
6 F 17.403 -3.313 -17.865  -0.2231
7 F 16.505 -6.742 -17.631  -0.2482
8 O 14.972 -6.373 -13.893  -0.0652
9 H 14.799 -6.507 -14.825  -0.0274
10 H 14.579 -5.523 -13.695  -0.0138
11 O 14.374 -1.862 -18.861  -0.0638
12 H 14.949 -1.315 -18.325  0.0039
13 H 14.894 -2.643 -19.049  -0.0044
14 O 17.052 -0.691 -18.874  -0.0600
15 H 17.133 -1.376 -19.537  -0.0145
16 H 17.741 -0.888 -18.240  -0.0011
17 O 18.211 -3.584 -14.319  -0.0570
18 H 19.045 -3.846 -14.709  0.0260
19 H 17.548 -3.946 -14.906  -0.0325
20 O 14.640 -6.620 -21.028  -0.0500
21 H 14.586 -5.935 -20.361  0.0103
22 H 13.951 -7.240 -20.791  0.0278
23 O 18.811 -0.489 -16.214  -0.0445
24 H 18.297 0.261 -15.914  0.0391
25 H 18.267 -1.249 -16.010  0.0150
26 O 18.655 -7.257 -15.624  -0.0573
27 H 18.719 -6.899 -16.509  -0.0429
28 H 19.467 -7.751 -15.506  0.0206
29 O 14.193 -7.098 -16.595  -0.0521
30 H 13.342 -6.742 -16.851  0.0410
31 H 14.781 -6.848 -17.307  -0.0204
32 C 22.281 -3.213 -20.498  -0.0588
33 C 22.386 -4.351 -19.479  -0.4376
34 C 20.963 -4.827 -19.134  -0.0746
35 O 23.194 -5.462 -19.952  -0.0655
36 H 23.116 -2.528 -20.645  0.0707
37 H 21.402 -2.599 -20.305  0.0711
38 H 22.086 -3.669 -21.468  0.0772
39 H 22.851 -3.987 -18.562  0.1275
40 H 20.329 -5.236 -19.921  0.0726
41 H 20.252 -4.120 -18.707  0.0655
42 H 20.920 -5.590 -18.357  0.0613
43 H 23.276 -6.161 -19.299  0.0753
44 C 13.757 -2.129 -15.676  -0.0318
45 C 13.425 -2.729 -14.269  -0.4731
46 C 12.254 -3.752 -14.238  -0.0578
47 O 14.499 -3.494 -13.964  -0.0674
48 H 13.540 -2.907 -16.408  0.0740
49 H 14.813 -1.861 -15.712  0.0793
50 H 13.303 -1.195 -16.005  0.0763
51 H 13.260 -2.081 -13.408  0.1319
52 H 11.392 -3.208 -14.624  0.0618
53 H 11.829 -3.995 -13.265  0.0732
54 H 12.308 -4.610 -14.908  0.0746
55 H 14.904 -3.628 -14.824  0.0566
56 C 20.025 -9.229 -18.492  -0.0532
57 C 18.891 -9.305 -19.489  -0.4934
58 C 18.638 -8.028 -20.282  -0.0516
59 O 19.218 -10.372 -20.338  -0.0516
60 H 19.923 -10.056 -17.789  0.0830
61 H 19.888 -8.422 -17.772  0.0506
62 H 21.019 -9.157 -18.932  0.0827
63 H 17.953 -9.474 -18.960  0.1437
64 H 18.550 -7.182 -19.600  0.0441
65 H 17.791 -8.108 -20.965  0.0820
66 H 19.445 -7.746 -20.957  0.0743
67 H 20.079 -10.212 -20.733  0.0832
68 C 17.493 -3.184 -23.323  -0.0536
69 C 18.149 -2.492 -22.127  -0.4969
70 C 18.133 -0.962 -22.184  -0.0274
71 O 17.423 -2.836 -21.003  -0.0668
72 H 17.877 -2.866 -24.292  0.0748
73 H 16.411 -3.084 -23.243  0.0881
74 H 17.710 -4.252 -23.300  0.0737
75 H 19.171 -2.859 -22.027  0.1224
76 H 19.133 -0.528 -22.175  0.0776
77 H 17.614 -0.447 -21.375  0.0640
78 H 17.478 -0.764 -23.032  0.0736
79 H 17.447 -3.783 -20.843  0.0585

Results
Multiplicity   1
Orbital gap   9.7 eV
LUMO   2.31 eV
Charge   -1

---

No. 5
Below is a 2-piece molecular cluster, C7H14O overall in a non-equilibrium geometry, with properties calculated with ωB97M-V/def2-TZVPD.

Each line ends with the Löwdin spin population.
Atoms and positions in Å:
1 C -1.623 2.106 -1.236  0.0021
2 C -0.506 1.688 -0.319  0.0148
3 C -0.402 0.156 -0.202  0.0187
4 C 0.543 -0.289 0.892  0.1487
5 C 0.025 -0.801 2.074  0.4303
6 C 2.665 0.628 -0.018  0.2446
7 C 1.941 -0.290 0.646  0.0719
8 H -2.650 1.810 -1.042  0.0001
9 H -1.446 1.828 -2.284  0.0001
10 H -1.681 3.187 -1.407  0.0010
11 H 0.354 2.158 -0.799  0.0003
12 H -0.631 2.113 0.662  0.0001
13 H -0.134 -0.460 -1.047  0.0001
14 H -1.428 -0.147 0.066  0.0032
15 H -0.995 -0.692 2.349  0.0207
16 H 0.609 -1.308 2.840  0.0173
17 H 2.248 1.549 -0.383  0.0112
18 H 3.721 0.548 -0.227  0.0106
19 H 2.414 -1.195 1.043  0.0032
20 H -2.500 -2.509 -0.960  0.0000
21 H -1.075 -3.104 -0.600  0.0001
22 O -1.619 -2.728 -1.298  0.0009

Results
Multiplicity   2
Orbital gap (alpha / beta)   9.7 / 6.5 eV
LUMO (alpha / beta)   -5.03 / -8.22 eV
Charge   +1
Expectation value of S²   0.7831

---

No. 6
Below is an isolated molecule of C4H4N2O in a non-equilibrium geometry, with properties calculated with ωB97M-V/def2-TZVPD.

Each line ends with the Löwdin charge.
Atoms and positions in Å:
1 C -0.884 0.110 0.810  -0.0265
2 C 0.313 -0.111 -0.114  -0.6046
3 O 1.414 -0.852 0.377  -0.0257
4 C -0.035 -0.592 -1.467  -0.1093
5 N -0.801 -1.012 -2.337  0.1807
6 C 0.930 1.243 -0.326  -0.1552
7 N 1.341 2.322 -0.195  0.1901
8 H -1.280 -0.925 1.227  0.1362
9 H -1.564 0.844 0.227  0.1250
10 H -0.720 0.839 1.671  0.1079
11 H 1.288 -1.868 0.127  0.1814

Results
Multiplicity   1
Orbital gap   12.0 eV
LUMO   -0.08 eV
SMILES string   CC(O)(C#N)C#N

---

Number 1: DFT total energy -297.76385 hartree. Number 2: DFT total energy -371.65151 hartree. Number 3: DFT total energy -2669.21581 hartree. Number 4: DFT total energy -4224.02504 hartree. Number 5: DFT total energy -349.97434 hartree. Number 6: DFT total energy -339.47816 hartree.